[1]
The following is a quantum chemistry calculation of a structure of composition C23H49NO2P2Tc, from the Open Molecules 2025 dataset.

Calculated values
**<S²>**: 3.780
**Net charge**: +4
**HOMO-LUMO gap (spin up / spin down)**: 0.295 / 0.130 Eh
**E_HOMO (spin up / spin down)**: -21.69 / -21.63 eV
**Spin multiplicity**: 4

Last column: Mulliken charge in e.
Positions of all 78 atoms, in Å:
Tc: -0.161714 0.057204 -0.205670  -1.58
C: -1.184426 -1.234664 -1.244785  0.52
O: -1.824441 -1.960284 -1.907868  -0.19
C: 0.915689 -0.347371 1.327062  0.39
O: 1.604780 -0.530674 2.265053  -0.22
P: 1.942929 -0.898858 -1.527046  0.85
C: 2.931221 0.338110 -2.493707  0.33
H: 3.804888 -0.220741 -2.860065  0.79
C: 3.296420 -1.628705 -0.447374  0.25
H: 3.326607 -0.910310 0.388493  0.49
C: 1.565366 -2.198604 -2.806836  0.72
H: 0.803715 -1.685150 -3.420100  0.61
C: -3.579367 -1.148928 0.885673  0.50
P: -2.276485 0.147832 1.255563  0.97
H: -3.977681 1.616557 2.061060  0.80
H: -3.775123 -0.976099 -0.186433  0.60
C: -2.176707 -0.091694 3.119298  0.71
H: -3.225923 -0.253247 3.418288  0.56
C: 2.933511 -2.996428 0.134372  -1.49
H: 3.046804 -3.801280 -0.604413  0.34
H: 1.918221 -3.028098 0.548993  0.35
H: 3.626388 -3.211519 0.960865  0.51
C: 4.695730 -1.665472 -1.075072  -1.26
H: 5.365505 -2.229680 -0.412247  0.46
H: 5.133777 -0.669462 -1.199782  0.39
H: 4.704663 -2.167256 -2.049106  0.24
C: 2.733024 -2.555709 -3.730081  -1.53
H: 3.186259 -1.688420 -4.220437  0.37
H: 2.344640 -3.206817 -4.526051  0.47
H: 3.513743 -3.123893 -3.209148  0.36
C: 0.931970 -3.481484 -2.242758  -1.61
H: 0.209915 -3.853867 -2.984896  0.44
H: 0.384155 -3.332668 -1.305007  0.42
H: 1.685033 -4.268499 -2.093238  0.46
C: 2.193588 0.897220 -3.713511  -1.43
H: 2.170987 0.183858 -4.547170  0.34
H: 2.714936 1.797165 -4.065214  0.48
H: 1.160717 1.181178 -3.480343  0.40
C: 3.416372 1.449126 -1.563333  -1.76
H: 2.572619 2.023321 -1.157763  -0.01
H: 4.056474 2.132887 -2.139524  0.63
H: 4.008747 1.069194 -0.721229  0.33
C: -4.898296 -0.952746 1.649078  -1.66
H: -5.255832 0.079698 1.671757  0.41
H: -4.826660 -1.316133 2.681876  0.44
H: -5.672634 -1.551429 1.148071  0.43
C: -3.096934 -2.596736 1.058436  -1.87
H: -3.196789 -2.935908 2.099577  0.46
C: -2.503612 2.977719 1.263744  -1.74
H: -2.066127 -2.756514 0.721164  0.43
H: -3.740737 -3.240758 0.439334  0.42
C: -4.227441 1.732564 -0.081816  -1.40
H: -2.032787 3.223213 0.301102  0.46
H: -3.162219 3.818628 1.537191  0.48
H: -1.706332 2.920152 2.015521  0.25
C: -3.335131 1.693975 1.167599  0.04
H: -4.538234 2.770308 -0.261604  0.48
H: -5.137272 1.131162 0.018017  0.36
H: -3.683786 1.384381 -0.969365  0.36
C: -1.658460 1.139550 3.859372  -1.60
H: -0.637275 1.393671 3.542688  0.34
H: -1.621877 0.914432 4.934406  0.46
H: -2.305209 2.013131 3.732765  0.40
C: -1.364086 -1.319879 3.539229  -1.65
H: -1.480471 -2.179204 2.872557  0.28
H: -1.689892 -1.627185 4.544817  0.44
H: -0.297371 -1.077489 3.597673  0.39
H: -1.589483 0.878904 -0.632171  0.65
H: 0.415906 0.312718 -1.808668  0.63
C: 0.921504 5.022669 1.617456  -1.12
C: 1.152054 4.459693 0.205716  -0.42
C: 0.699823 3.092155 0.047614  0.41
N: 0.365952 1.986880 -0.100637  -0.31
H: -0.146596 5.040864 1.868895  0.27
H: 1.293341 6.047526 1.687121  0.39
H: 1.452511 4.427802 2.374446  0.38
H: 0.625425 5.074545 -0.540529  0.35
H: 2.227500 4.489868 -0.026944  0.39

Cartesian forces, eV/Å:
Tc -0.515 1.915 -2.325
C -4.393 -4.536 -3.918
O 3.073 3.543 3.069
C 5.232 -1.885 7.809
O -3.336 0.978 -4.831
P -0.099 1.715 -1.391
C -0.031 0.307 0.306
H -0.316 -0.009 0.248
C 2.310 -2.702 1.402
H -0.517 0.637 -0.183
C 0.334 -2.206 0.054
H -0.092 0.699 0.126
C 0.338 -0.404 -0.971
P -2.697 -0.212 1.540
H 0.443 -0.282 -0.061
H -0.070 -0.016 0.202
C 1.399 -0.173 0.760
H 0.109 0.078 -0.709
C -0.715 0.659 -0.466
H 0.168 0.076 0.239
H 0.185 -0.068 0.014
H 0.076 -0.036 -0.031
C -0.641 0.915 -0.146
H -0.187 -0.248 -0.034
H -0.143 -0.248 -0.038
H 0.230 -0.199 0.065
C -0.058 0.832 0.134
H -0.124 -0.265 0.022
H 0.047 -0.091 0.088
H -0.176 -0.186 -0.063
C 0.157 0.311 0.123
H 0.078 -0.085 0.101
H 0.028 -0.101 -0.156
H -0.295 0.183 -0.143
C -0.299 -0.059 -0.274
H -0.051 0.178 0.204
H -0.121 -0.226 0.095
H 0.043 0.135 -0.078
C 0.108 0.341 0.178
H 0.358 -0.131 -0.253
H -0.168 -0.170 0.225
H -0.085 0.151 -0.145
C -0.113 0.209 0.281
H -0.009 -0.341 0.023
H -0.011 0.014 -0.268
H 0.253 0.109 0.093
C -0.276 -0.218 -0.135
H 0.081 0.096 -0.417
C 0.229 0.253 0.113
H -0.040 -0.078 0.124
H 0.190 0.135 0.249
C -0.089 0.027 0.067
H -0.288 -0.048 0.085
H 0.227 -0.291 -0.148
H -0.234 0.081 -0.151
C 0.406 0.718 -0.856
H 0.091 -0.270 -0.024
H 0.294 0.140 -0.119
H -0.086 0.157 -0.085
C -0.074 0.216 0.021
H -0.131 0.018 0.134
H 0.002 -0.002 -0.245
H 0.174 -0.198 0.136
C 0.134 -0.161 -0.011
H -0.003 0.142 0.254
H 0.167 0.057 -0.297
H -0.280 -0.046 0.197
H 0.459 -0.346 -0.376
H -0.807 -0.268 0.152
C -0.319 -0.240 0.855
C 0.062 0.356 -0.128
C -0.203 -0.593 -0.179
N 0.539 1.574 0.608
H 0.278 0.013 -0.098
H 0.008 -0.169 -0.262
H -0.144 0.183 -0.242
H 0.097 -0.203 -0.005
H -0.171 -0.142 -0.132



[2]
The following is a quantum chemistry calculation of a cluster of 5 separate species, C19H50N2O6 in total, from the Open Molecules 2025 dataset.

Calculated values
**HOMO-LUMO gap**: 0.353 Eh
**E_HOMO**: -8.94 eV
**Energy relative to the best compared isomer or geometry (same formula, charge and spin)**: 0.0000 eV
**SMILES string**: COC[C@H](C)N.COCCNCCOC.CC(C)O.CC(C)O.CC(C)O

Last column: Mulliken charge in e.
Positions of all 77 atoms, in Å:
C: -5.712830 0.173013 2.861898  -0.96
O: -4.938260 1.277303 3.179688  -0.24
C: -4.795720 2.227473 2.138788  -0.52
C: -4.536800 3.678473 2.799058  0.67
C: -5.542310 4.199133 3.837328  -1.33
N: -4.447080 4.735433 1.749428  -0.73
H: -6.731010 0.506813 3.061888  0.39
H: -5.461920 -0.698447 3.466638  0.26
H: -5.741300 -0.167837 1.826958  0.35
H: -3.971200 1.869713 1.522128  0.12
H: -5.677760 2.206623 1.498728  0.55
H: -3.553980 3.621713 3.266978  -0.02
H: -6.216590 4.958633 3.441598  0.35
H: -4.972960 4.682573 4.631198  0.32
H: -5.899600 3.349273 4.418848  0.31
H: -3.678210 4.406463 1.183118  0.29
H: -5.288120 4.665103 1.194618  0.29
C: 4.262830 -0.606037 -2.831392  -0.72
O: 3.637420 -1.623287 -1.938892  -0.45
C: 2.590210 -2.327097 -2.626032  -0.32
C: 3.295140 -3.448457 -3.513622  -0.53
N: 4.230560 -2.906197 -4.598042  -0.38
C: 4.618100 -3.976157 -5.506152  -0.68
C: 5.831640 -4.871647 -5.054122  -0.49
O: 6.551370 -4.193307 -4.004892  -0.34
C: 7.188450 -5.096487 -3.085022  -0.79
H: 5.169630 -1.137067 -3.120912  0.25
H: 4.465090 0.268743 -2.213372  0.28
H: 3.681770 -0.297787 -3.700562  0.32
H: 1.972270 -1.590027 -3.138842  0.21
H: 1.964410 -2.659077 -1.797622  0.36
H: 2.489690 -4.056027 -3.926192  0.44
H: 3.905110 -4.112757 -2.901462  0.25
H: 5.067180 -2.756967 -4.052232  0.25
H: 4.956360 -3.593267 -6.468992  0.32
H: 3.708860 -4.520787 -5.760662  0.35
H: 6.374650 -5.105607 -5.969822  0.38
H: 5.448110 -5.851897 -4.771102  0.36
H: 7.707610 -5.832847 -3.698492  0.33
H: 6.497370 -5.747677 -2.549802  0.33
H: 7.916170 -4.566597 -2.470412  0.24
C: -0.455480 -0.446897 -1.467062  -1.10
C: -2.000010 -0.492757 -1.247892  0.39
C: -2.597490 -1.840457 -0.768842  -1.30
O: -2.289410 0.448833 -0.204922  -0.48
H: 0.136270 -0.790167 -0.618482  0.30
H: -0.083170 0.495663 -1.868422  0.30
H: -0.279560 -1.127657 -2.299962  0.43
H: -2.604370 -0.110077 -2.070332  0.30
H: -2.268760 -2.605047 -1.472712  0.37
H: -3.647770 -1.819907 -0.478002  0.36
H: -2.235020 -2.193027 0.196778  0.28
H: -1.891910 0.075873 0.585328  0.44
C: -1.329120 1.279133 4.048818  -0.85
C: -1.236840 -0.232767 3.624768  0.44
C: -2.020650 -1.216237 4.538878  -1.36
O: -1.816100 -0.297977 2.462648  -0.41
H: -0.355180 1.646423 4.372298  0.42
H: -2.072430 1.366653 4.841238  0.33
H: -1.701500 1.918713 3.248588  -0.13
H: -0.165450 -0.421667 3.557468  0.33
H: -1.643640 -1.166697 5.560408  0.43
H: -1.719860 -2.234447 4.292118  0.38
H: -3.096730 -1.118407 4.395448  0.15
H: -2.409070 0.456913 2.451098  -0.11
C: 2.089830 4.732973 1.032688  -1.36
C: 1.255210 3.699853 0.211718  0.27
C: 0.289870 2.932023 1.189468  -0.75
O: 0.440700 4.389943 -0.721972  -0.55
H: 2.609580 4.073003 1.727228  0.33
H: 1.330210 5.350953 1.511418  0.34
H: 2.825100 5.123253 0.329018  0.37
H: 2.043100 3.107213 -0.253162  0.28
H: 0.880370 2.631833 2.055078  0.31
H: 0.002280 2.060923 0.600768  0.09
H: -0.529850 3.463753 1.672618  0.35
H: 0.182510 3.777153 -1.414372  0.32

Cartesian forces, eV/Å:
C -1.495 -0.228 0.035
O 1.310 0.270 0.291
C -0.093 0.971 1.245
C -0.439 -0.129 -1.207
C 1.267 -0.955 0.754
N 0.601 -1.195 0.721
H -0.527 -0.594 0.154
H 0.101 0.249 0.224
H 0.662 0.263 -0.352
H 0.357 0.572 -0.350
H -0.340 0.344 -0.011
H 0.038 -0.087 0.030
H -0.398 -0.628 0.010
H 0.214 0.520 -0.226
H -1.074 0.025 -0.409
H 0.126 0.440 -0.708
H -0.140 0.115 -0.296
C 0.198 -1.366 1.618
O -0.420 1.689 -1.322
C 2.107 -0.242 0.212
C -0.690 1.016 -0.175
N -1.192 -0.741 1.143
C 0.451 0.045 -0.534
C -1.406 0.131 0.402
O -0.277 -0.858 -0.270
C 0.128 -0.582 -1.584
H 0.231 0.968 -0.359
H 0.161 -0.102 0.003
H -0.207 -0.414 0.114
H 0.080 -0.260 -0.728
H -0.009 -0.920 -0.281
H 0.090 -0.041 -0.506
H -0.259 0.049 0.583
H 0.263 0.492 -0.129
H -0.190 0.696 0.039
H 0.212 -0.547 0.156
H 0.866 0.398 0.219
H 0.075 -0.077 0.827
H 0.644 0.001 0.003
H -0.418 0.606 0.527
H -0.433 0.059 0.042
C -1.201 -1.043 -1.449
C -0.029 0.524 2.178
C 1.167 -0.201 -0.056
O -0.293 0.573 -0.126
H -0.247 0.136 0.142
H -0.313 0.297 0.491
H 0.367 -0.384 -0.008
H 0.495 -0.216 -0.451
H -0.766 -0.316 -0.146
H -0.311 0.265 -1.169
H 0.986 0.408 0.138
H 0.187 -0.027 0.356
C 0.008 -0.776 1.184
C 0.950 1.460 4.647
C 1.956 -0.150 0.357
O -2.125 -0.463 -5.768
H -0.190 0.200 0.154
H 0.176 0.203 0.278
H 0.262 -0.093 -0.289
H 0.044 -0.718 0.034
H -0.623 0.452 0.367
H -0.230 -0.119 -0.549
H 0.140 0.274 0.327
H -0.545 -0.215 -0.560
C -1.028 -1.928 -1.131
C -0.787 1.352 2.135
C 1.984 -0.561 -0.662
O 0.477 0.195 -0.485
H 0.128 0.494 0.415
H 0.751 0.660 0.036
H -0.237 0.886 0.423
H -0.565 -0.778 -0.280
H 0.186 -0.571 -0.056
H -0.700 -0.186 0.566
H -0.129 0.458 -0.909
H -0.121 -0.043 -0.042